[1]
{
  "formula": "C5H11NO",
  "method": "ωB97M-V/def2-TZVPD",
  "energy_ev": -8901.43413,
  "smiles": "CC[C@@H](C)NC=O",
  "e_above_lowest_kj_mol": 25.4,
  "e_homo_ev": -9.8,
  "elements": ["C", "C", "C", "C", "N", "C", "O", "H", "H", "H", "H", "H", "H", "H", "H", "H", "H", "H"],
  "xyz": [[-1.60034, -0.56510, -1.21947], [-1.21032, 0.32258, -0.04268], [0.30683, 0.51907, 0.12039], [0.59383, 1.60250, 1.17120], [1.01030, -0.71715, 0.47135], [1.67282, -1.60133, -0.33522], [1.78403, -1.58153, -1.54237], [-1.22083, -0.15842, -2.16365], [-1.19020, -1.57307, -1.10813], [-2.68967, -0.64566, -1.30332], [-1.67055, 1.31253, -0.17000], [-1.62428, -0.08050, 0.89392], [0.72104, 0.84264, -0.83776], [0.10158, 2.54461, 0.90101], [0.20756, 1.31890, 2.16034], [1.66535, 1.80362, 1.26275], [1.00712, -0.94873, 1.45577], [2.13574, -2.39498, 0.28586]]
}

[2]
{
  "formula": "C20H29ClEuI2N7O4",
  "method": "ωB97M-V/def2-TZVPD",
  "energy_ev": -87868.99345,
  "charge": 1,
  "e_above_lowest_kj_mol": 69.9,
  "e_homo_ev": [-10.4, -10.4],
  "multiplicity": 8,
  "elements": ["Eu", "C", "C", "N", "C", "C", "N", "C", "C", "N", "H", "H", "H", "H", "H", "H", "H", "H", "H", "H", "H", "H", "H", "H", "H", "C", "C", "C", "C", "C", "C", "N", "N", "C", "C", "C", "C", "C", "N", "H", "H", "H", "H", "H", "H", "H", "H", "H", "O", "Cl", "O", "O", "O", "I", "C", "I", "H", "H", "C", "C", "N", "H", "H", "H"],
  "xyz": [[-1.39670, 0.43299, -1.06689], [1.94193, 0.01486, 2.66602], [2.41336, -1.09955, 1.68146], [1.34246, -1.81568, 1.08909], [1.25173, -3.25758, 1.14208], [0.20541, -3.74188, 2.23894], [-0.92509, -2.83677, 2.37648], [-1.01822, -2.13993, 3.66023], [0.23389, -1.30527, 4.05634], [0.57396, -0.23378, 3.12243], [1.92253, 1.03036, 2.20529], [2.66307, 0.09064, 3.49336], [3.10450, -1.77583, 2.19926], [3.07263, -0.63303, 0.90366], [0.41840, -1.44885, 1.30521], [2.21481, -3.72819, 1.34805], [0.88809, -3.59968, 0.15673], [0.76423, -3.86433, 3.16825], [-0.06653, -4.77935, 1.88495], [-1.82628, -3.36041, 2.25342], [-1.22415, -2.83332, 4.51903], [-1.84725, -1.45900, 3.61201], [1.11201, -1.92056, 4.31510], [0.03501, -0.75164, 5.01725], [0.17726, 0.62363, 3.50684], [3.83243, 0.17436, -4.40543], [4.20778, 1.00775, -3.33738], [3.39673, 1.19941, -2.23403], [2.07039, 0.70742, -2.30967], [1.71852, -0.14147, -3.38650], [2.58787, -0.39476, -4.41579], [1.14845, 1.15302, -1.38147], [1.56289, 2.22760, -0.71703], [0.66374, 3.04191, -0.17159], [1.01354, 4.43444, 0.04150], [-0.00612, 5.32076, 0.22297], [-1.28887, 4.85447, 0.52050], [-1.47701, 3.48843, 0.54886], [-0.59694, 2.60621, 0.09566], [4.52409, -0.02211, -5.22930], [5.22650, 1.45624, -3.32637], [3.70342, 1.83827, -1.38841], [0.70295, -0.45980, -3.39979], [2.27113, -0.99262, -5.25759], [2.05224, 4.76782, -0.08993], [0.14942, 6.39826, 0.01380], [-2.10454, 5.57664, 0.66509], [-2.36676, 3.05037, 0.93653], [-2.74789, 3.39224, -3.83261], [-2.74413, 1.99353, -3.33899], [-3.66322, 1.10741, -4.06757], [-1.27204, 1.33687, -3.43955], [-3.11022, 1.89456, -1.85093], [-4.23257, 2.11289, 3.35028], [-5.05208, 1.48834, 1.46809], [-4.53191, -0.48666, 0.52986], [-4.70955, 2.21465, 0.73976], [-6.13279, 1.41356, 1.50804], [-1.91977, -4.37487, -2.42842], [-1.55451, -3.00261, -2.10384], [-1.36219, -1.86438, -1.90295], [-0.98216, -5.02003, -2.42943], [-2.41308, -4.42081, -3.41414], [-2.59483, -4.68517, -1.63679]]
}

[3]
{
  "formula": "C24H51N6ReSi3",
  "method": "ωB97M-V/def2-TZVPD",
  "energy_ev": -60408.72889,
  "charge": 2,
  "e_above_lowest_kj_mol": 84.3,
  "e_homo_ev": -13.1,
  "elements": ["Re", "N", "C", "C", "C", "C", "N", "H", "H", "H", "H", "H", "H", "H", "H", "H", "H", "H", "H", "C", "Si", "C", "C", "C", "Si", "C", "C", "C", "H", "H", "H", "H", "H", "H", "H", "H", "H", "H", "H", "H", "H", "H", "H", "H", "H", "H", "H", "N", "C", "N", "N", "C", "N", "H", "H", "H", "H", "C", "Si", "C", "C", "C", "H", "H", "H", "H", "H", "H", "H", "H", "H", "H", "H", "C", "C", "C", "C", "C", "C", "C", "H", "H", "H", "H", "H"],
  "xyz": [[-0.52937, -0.03944, 0.65856], [-0.33709, -2.15210, 1.41396], [-1.18729, -2.65219, 2.52897], [-2.65346, -2.71304, 2.09573], [-3.55480, -1.65296, 2.72932], [-3.00995, -0.23702, 2.66123], [-2.57739, 0.14381, 1.27787], [-0.47832, -2.77272, 0.61912], [0.63578, -2.27913, 1.68242], [-1.03971, -1.98103, 3.37522], [-0.83386, -3.63762, 2.83429], [-3.06603, -3.69511, 2.32385], [-2.69517, -2.63041, 1.00376], [-3.71596, -1.88608, 3.78370], [-4.53936, -1.69331, 2.25636], [-2.14515, -0.11753, 3.30880], [-3.77546, 0.46423, 2.99463], [-2.85412, 1.10931, 1.11708], [-3.13245, -0.39560, 0.61249], [-0.21545, 3.69517, 1.99979], [0.14055, 3.04325, 0.31409], [1.43825, 4.03027, -0.54296], [2.83211, 1.03418, 0.06535], [-0.92241, 1.88034, -0.49319], [-1.09524, 1.93095, -2.37270], [-2.75696, 1.18222, -2.81526], [-1.11802, 3.68746, -3.02582], [0.31424, 1.06994, -3.27616], [0.70706, 3.80734, 2.57347], [-0.90676, 3.06983, 2.55581], [-0.64674, 4.69728, 1.89897], [2.21461, 4.36079, 0.14772], [0.93604, 4.92406, -0.93089], [1.89496, 3.52123, -1.39022], [3.77390, 0.74562, 0.53730], [3.08952, 1.66996, -0.78178], [2.30771, 1.63675, 0.81680], [-1.93378, 2.17931, -0.15576], [-3.55297, 1.86881, -2.51499], [-2.95922, 0.21724, -2.34840], [-2.84650, 1.05935, -3.89783], [-1.74934, 4.34653, -2.42411], [-1.53656, 3.69005, -4.03553], [-0.12575, 4.13610, -3.09257], [0.52936, 0.05393, -2.93899], [1.24105, 1.64168, -3.18197], [0.07919, 1.05819, -4.34556], [-3.28397, -3.68837, -4.44730], [-2.53982, -2.75535, -3.86435], [-1.86466, -1.88541, -4.62004], [-2.51978, -2.75364, -2.53078], [-1.83903, -1.92630, -1.83002], [-1.30111, -1.22746, -1.06510], [-3.36307, -3.77408, -5.44556], [-3.77799, -4.34203, -3.86334], [-1.89626, -1.92481, -5.62478], [-1.31564, -1.15577, -4.19674], [3.89641, -0.44359, -2.80855], [3.05926, -1.40290, -1.44654], [4.30679, -2.21962, -0.32701], [1.86515, -2.66708, -2.14478], [2.03823, -0.18933, -0.38727], [4.36641, -1.13035, -3.51599], [4.68350, 0.20654, -2.42177], [3.19352, 0.17318, -3.37285], [4.98085, -2.85252, -0.90798], [3.82678, -2.85712, 0.41961], [4.92705, -1.49108, 0.19914], [2.40916, -3.49898, -2.59657], [1.23129, -2.23213, -2.92175], [1.21589, -3.08650, -1.37120], [1.69618, -0.78182, 0.47999], [1.16568, 0.10568, -1.00019], [0.20633, 0.49788, 2.14819], [0.83554, 0.62730, 3.43671], [2.16006, 0.20507, 3.60758], [2.76166, 0.28261, 4.85188], [2.04996, 0.77465, 5.93833], [0.73643, 1.19799, 5.77915], [0.12970, 1.12923, 4.53685], [2.71526, -0.17914, 2.75987], [3.78615, -0.04108, 4.97660], [2.51920, 0.82826, 6.91127], [0.18568, 1.58532, 6.62562], [-0.89045, 1.47284, 4.41773]]
}

[4]
{
  "formula": "C37H30FeN3",
  "method": "ωB97M-V/def2-TZVPD",
  "energy_ev": -77705.05577,
  "charge": -1,
  "e_above_lowest_kj_mol": 20.4,
  "e_homo_ev": [-0.7, -4.5],
  "multiplicity": 5,
  "elements": ["C", "C", "C", "C", "N", "C", "N", "C", "C", "C", "C", "C", "C", "C", "C", "C", "C", "C", "C", "C", "N", "C", "C", "H", "H", "H", "H", "H", "H", "H", "H", "H", "H", "H", "H", "H", "H", "H", "C", "C", "C", "C", "C", "Fe", "C", "C", "C", "C", "C", "C", "C", "C", "C", "C", "C", "C", "H", "H", "H", "H", "H", "H", "H", "H", "H", "H", "H", "H", "H", "H", "H"],
  "xyz": [[-2.73583, 4.09481, -1.85155], [-3.07853, 2.92360, -1.15948], [-2.07909, 2.05292, -0.73472], [-0.75250, 2.34663, -1.04669], [0.30565, 1.47420, -0.77629], [0.34633, 0.17456, -0.32091], [1.72658, -0.07883, -0.29776], [2.28993, -1.37991, -0.25235], [1.59547, -2.35719, 0.44696], [2.14681, -3.62728, 0.62651], [3.42779, -3.89143, 0.13340], [4.07913, -2.94402, -0.66012], [3.48656, -1.69586, -0.89269], [2.40303, 1.10362, -0.61086], [3.84794, 1.33866, -0.59572], [4.39298, 2.18393, -1.58780], [5.76363, 2.44107, -1.60667], [6.59585, 1.89108, -0.61905], [6.05473, 1.09219, 0.39836], [4.68839, 0.81800, 0.41302], [1.54378, 2.04696, -0.90611], [-0.39572, 3.53683, -1.66928], [-1.39361, 4.39823, -2.11808], [-3.52722, 4.77133, -2.18383], [-4.12041, 2.67933, -0.95481], [-2.29568, 1.11892, -0.21806], [0.61178, -2.11252, 0.84799], [1.57566, -4.39230, 1.15070], [3.90619, -4.84655, 0.35575], [5.04715, -3.15954, -1.10689], [3.94831, -0.97966, -1.57476], [3.72180, 2.61186, -2.33553], [6.18348, 3.06940, -2.39511], [7.66845, 2.09575, -0.63420], [6.69759, 0.67600, 1.17720], [4.25074, 0.20359, 1.20011], [0.65943, 3.74165, -1.82276], [-1.10845, 5.28772, -2.67520], [-3.82291, -1.38225, 4.24006], [-4.40925, -1.21285, 2.92363], [-4.07922, 0.11899, 2.44796], [-3.28765, 0.77890, 3.47306], [-3.13006, -0.14973, 4.58397], [-2.43748, -0.88896, 2.90220], [-0.50892, -0.58126, 3.14948], [-0.83057, -1.99647, 3.21817], [-1.50712, -2.35550, 1.99342], [-1.56092, -1.17523, 1.11446], [-2.37570, -1.05134, -0.07610], [-2.19184, -1.11620, -1.48771], [-3.33775, -1.33918, -2.32268], [-3.24025, -1.15316, -3.69330], [-2.00105, -0.82219, -4.26835], [-0.85137, -0.70039, -3.45351], [-0.95994, -0.87560, -2.09847], [-0.96255, -0.08679, 1.87617], [-3.96134, -2.24267, 4.89377], [-5.06769, -1.92489, 2.43175], [-4.43894, 0.57715, 1.53240], [-2.92944, 1.80425, 3.43818], [-2.64626, 0.06011, 5.53462], [0.02032, 0.00277, 3.90358], [-0.55959, -2.68149, 4.02215], [-1.80621, -3.34884, 1.65996], [-3.46141, -1.12456, 0.16058], [-4.27105, -1.64951, -1.84632], [-4.13204, -1.28135, -4.31706], [-1.92654, -0.64190, -5.34150], [0.11374, -0.46392, -3.90804], [-0.07123, -0.71995, -1.30909], [-0.84589, 0.91626, 1.47987]]
}

[5]
{
  "formula": "C9H14O",
  "method": "ωB97M-V/def2-TZVPD",
  "energy_ev": -11605.43600,
  "smiles": "Cc1ccc(O)cc1.CC",
  "e_above_lowest_kj_mol": 212.3,
  "e_homo_ev": -8.2,
  "elements": ["C", "C", "H", "H", "H", "H", "H", "H", "C", "C", "C", "C", "C", "C", "C", "O", "H", "H", "H", "H", "H", "H", "H", "H"],
  "xyz": [[2.43427, -0.77784, 2.15066], [2.03811, -0.47749, 0.70936], [2.27448, -1.78758, 2.35437], [3.41963, -0.56487, 2.29254], [1.78696, -0.13230, 2.87626], [1.01390, -0.43512, 0.47602], [2.52837, -1.29820, 0.14083], [2.25784, 0.58339, 0.50673], [-0.80858, 2.05448, 0.88278], [-0.57899, 0.14386, -2.45937], [-1.22540, -1.01966, -1.99197], [-0.45098, 1.20726, -1.52343], [-0.83514, 1.00501, -0.19395], [-1.71120, -1.14843, -0.68183], [-1.67829, -0.09684, 0.25063], [-1.51281, -1.95395, -2.88554], [-0.28396, 0.14436, -3.44258], [0.19565, 2.11080, -1.81898], [-2.18592, -2.13417, -0.30151], [-1.86266, -2.76467, -2.50078], [0.01359, 2.85677, 1.11697], [-0.96687, 1.63854, 1.95482], [-2.11699, 0.06658, 1.28595], [-1.74501, 2.78006, 0.80202]]
}